Molecular formula: C50H68As3N3P2SiSn
Method: DFT, ωB97M-V/def2-TZVPD

Each line ends with the Mulliken charge.
CARTESIAN COORDINATES (ANGSTROEM)
Sn -0.238 0.094 0.144  1.973
C 2.660 1.713 -0.922  -1.271
P 1.123 2.632 -0.575  1.545
C 0.802 3.615 -2.077  0.813
C 1.047 3.060 -3.334  -0.514
C 0.767 3.772 -4.489  -0.710
C 0.230 5.048 -4.408  -0.737
C -0.007 5.616 -3.163  -0.675
C 0.282 4.909 -2.007  -0.821
C 1.512 3.878 0.684  0.094
C 2.816 4.261 0.992  -0.782
C 3.048 5.246 1.940  -0.740
C 1.983 5.868 2.579  -0.944
C 0.680 5.497 2.274  -1.034
C 0.450 4.500 1.338  0.226
C 2.830 0.831 0.265  -0.196
C 3.820 0.779 1.201  -0.855
C 3.398 -0.120 2.218  -1.620
C 2.172 -0.588 1.850  -0.118
C 1.211 -1.444 2.595  0.235
P -0.289 -0.451 2.792  2.279
C 0.057 0.745 4.085  0.671
C 0.753 1.910 3.767  -0.183
C 1.121 2.787 4.774  -0.899
C 0.789 2.508 6.092  -0.774
C 0.097 1.347 6.410  -0.813
C -0.270 0.458 5.412  -1.185
C -1.537 -1.596 3.442  0.888
C -1.266 -2.955 3.607  -1.105
C -2.219 -3.798 4.164  -0.610
C -3.448 -3.295 4.565  -0.684
C -3.724 -1.942 4.413  -0.833
C -2.775 -1.100 3.857  -0.569
N 1.791 -0.020 0.639  0.739
H 2.467 1.108 -1.812  0.059
H 3.524 2.340 -1.135  0.711
H 1.479 2.071 -3.425  0.304
H 0.979 3.333 -5.456  0.492
H 0.016 5.607 -5.309  0.415
H -0.404 6.620 -3.092  0.485
H 0.121 5.380 -1.046  0.360
H 3.659 3.800 0.494  0.328
H 4.064 5.538 2.172  0.462
H 2.169 6.645 3.309  0.422
H -0.154 5.982 2.764  0.468
H -0.569 4.219 1.098  0.202
H 4.753 1.319 1.158  0.634
H 3.939 -0.402 3.108  0.611
H 0.905 -2.309 2.005  -1.273
H 1.615 -1.787 3.546  0.869
H 1.021 2.132 2.740  0.038
H 1.665 3.688 4.524  0.482
H 1.074 3.195 6.877  0.438
H -0.156 1.130 7.439  0.460
H -0.803 -0.447 5.668  0.449
H -0.305 -3.373 3.341  0.352
H -1.990 -4.847 4.299  0.472
H -4.184 -3.952 5.009  0.426
H -4.673 -1.539 4.743  0.474
H -2.988 -0.040 3.785  0.439
C -3.471 -2.666 0.853  -1.017
As -2.262 -1.863 -0.428  1.776
C -3.559 -1.041 -1.617  -1.151
C -1.829 -3.311 -1.694  -1.603
C -0.953 -4.536 -1.353  2.283
C -1.086 -4.893 0.132  -1.621
C 0.516 -4.279 -1.714  -1.381
As 1.369 -2.913 -0.600  1.728
C 3.036 -2.615 -1.568  -1.372
C 2.181 -4.051 0.774  -1.534
C -1.473 -5.746 -2.157  -2.292
As -1.431 -5.946 -4.140  0.264
C 0.479 -6.300 -4.422  -1.026
C -1.449 -4.104 -4.838  -0.763
H -4.030 -3.441 0.328  0.641
H -4.158 -1.898 1.203  0.488
H -2.943 -3.093 1.697  -0.051
H -4.375 -1.755 -1.732  0.653
H -3.103 -0.857 -2.589  0.191
H -3.945 -0.114 -1.208  0.003
H -1.443 -2.784 -2.569  -0.296
H -2.833 -3.651 -1.964  0.890
H -0.798 -4.057 0.782  -0.230
H -0.451 -5.745 0.381  0.524
H -2.115 -5.165 0.379  0.450
H 0.589 -3.942 -2.749  -0.163
H 1.098 -5.201 -1.644  1.096
H 3.472 -3.578 -1.834  0.532
H 3.718 -2.079 -0.908  0.414
H 2.889 -2.031 -2.472  0.247
H 2.639 -4.907 0.280  0.558
H 1.455 -4.412 1.498  0.321
H 2.955 -3.481 1.287  0.430
H -2.521 -5.909 -1.890  0.569
H -0.944 -6.641 -1.814  0.663
H 0.797 -7.112 -3.768  0.312
H 1.115 -5.431 -4.257  0.224
H 0.606 -6.635 -5.451  0.422
H -2.400 -3.617 -4.622  0.242
H -1.360 -4.189 -5.921  0.514
H -0.624 -3.488 -4.476  0.000
C 0.660 -0.768 -3.574  -0.177
C -0.470 0.162 -3.283  -0.154
C -1.229 0.727 -4.274  -1.239
C -2.232 1.648 -3.937  -1.346
C -2.481 1.962 -2.629  -0.907
C -1.719 1.324 -1.627  1.085
N -0.721 0.464 -1.983  0.576
N -1.868 1.420 -0.291  0.426
Si -3.047 2.468 0.537  0.392
C -2.549 2.510 2.330  -0.304
C -3.037 4.172 -0.237  -1.415
C -4.761 1.736 0.429  -1.266
H 0.716 -0.990 -4.637  0.764
H 0.545 -1.704 -3.028  -0.565
H 1.608 -0.320 -3.265  -0.114
H -1.026 0.478 -5.306  0.610
H -2.817 2.113 -4.721  0.454
H -3.258 2.659 -2.355  0.356
H -1.473 2.527 2.493  -0.168
H -2.960 1.647 2.856  -0.429
H -2.964 3.400 2.810  0.743
H -2.120 4.377 -0.791  0.339
H -3.143 4.938 0.535  0.537
H -3.873 4.303 -0.928  0.471
H -4.793 0.710 0.805  0.212
H -5.173 1.745 -0.582  0.366
H -5.436 2.328 1.055  0.450

Values from the calculation:
charge	+2


Molecular formula: C50H73F6N4O26S2Sr
Method: DFT, ωB97M-V/def2-TZVPD

Each line ends with the Mulliken charge.
CARTESIAN COORDINATES (ANGSTROEM)
Sr -2.858 2.053 0.348  0.719
C -4.035 6.108 -4.111  -0.718
C -3.915 5.112 -3.181  0.383
C -2.900 5.105 -2.083  -0.453
O -2.881 4.208 -1.170  0.882
C -2.050 6.157 -1.969  -0.482
C -2.045 7.243 -2.871  0.199
C -3.117 7.232 -4.089  0.388
O -3.023 8.048 -5.000  -0.702
O -1.253 8.195 -2.845  -0.733
O -4.713 4.103 -3.370  -0.824
H -4.819 6.275 -4.834  0.366
H -1.272 6.229 -1.217  0.443
C 0.328 -1.648 0.669  -0.285
F 0.292 -1.287 1.934  0.019
F 1.542 -1.694 0.171  0.041
F -0.273 -2.852 0.510  0.020
S -0.796 -0.497 -0.298  0.484
O -0.638 -0.838 -1.684  -0.180
O -2.143 -0.842 0.144  -0.447
N -0.501 1.195 0.051  -0.044
S 1.053 1.438 -0.319  -0.450
O 1.794 1.493 0.912  -0.419
O 1.658 0.611 -1.347  -0.150
C 1.027 3.259 -0.992  0.370
F 2.305 3.559 -1.185  -0.128
F 0.497 3.233 -2.203  -0.226
F 0.443 4.090 -0.145  -0.239
C -2.281 1.411 -3.039  -1.154
O -3.222 1.181 -2.005  1.411
C -4.378 0.500 -2.454  -1.093
C -5.458 0.736 -1.398  -0.901
N -4.935 0.502 -0.026  0.891
C -5.904 0.796 1.008  -0.623
C -6.361 2.282 1.128  -1.147
O -5.250 3.170 1.356  -0.087
C -5.597 4.502 0.985  -0.668
H -2.716 2.113 -3.754  0.337
H -2.106 0.512 -3.645  0.281
H -1.261 1.673 -2.771  0.042
H -4.185 -0.579 -2.469  0.204
H -4.745 0.824 -3.428  0.490
H -6.397 0.213 -1.608  0.441
H -5.729 1.790 -1.526  0.516
H -4.951 -0.511 -0.103  -0.705
H -5.542 0.472 1.983  0.319
H -6.897 0.421 0.728  0.430
H -7.031 2.323 1.991  0.426
H -6.934 2.523 0.231  0.595
H -4.698 5.109 0.879  -0.109
H -6.356 5.043 1.550  0.277
H -5.895 4.438 -0.067  0.389
C 2.268 -8.759 -6.475  -0.802
O 2.837 -8.220 -5.316  -0.302
C 2.406 -8.885 -4.138  -0.479
C 3.099 -8.109 -3.041  -0.773
N 2.742 -6.666 -2.983  -0.413
C 1.439 -6.476 -2.395  -0.416
C 0.840 -5.070 -2.450  0.279
O 0.369 -4.719 -3.754  -0.430
C 0.235 -3.335 -3.930  -0.341
H 2.581 -8.176 -7.339  0.265
H 1.173 -8.804 -6.417  0.320
H 2.491 -9.809 -6.700  0.303
H 2.635 -9.956 -4.148  0.488
H 1.312 -8.881 -4.071  0.337
H 4.165 -7.963 -3.242  0.360
H 3.177 -8.559 -2.050  0.325
H 2.722 -6.429 -3.969  0.397
H 1.378 -6.803 -1.357  0.177
H 0.726 -6.983 -3.064  0.185
H 1.596 -4.319 -2.195  0.349
H 0.035 -5.019 -1.712  -0.403
H -0.585 -2.834 -3.408  0.109
H 0.036 -3.126 -4.983  0.365
H 1.177 -2.836 -3.683  0.166
C -2.740 -0.409 2.929  -0.495
O -2.288 0.864 2.517  0.669
C -1.783 1.710 3.545  -0.799
C -1.222 3.056 3.063  -0.664
N -2.270 3.772 2.318  0.879
C -1.884 5.110 1.892  0.507
C -1.611 6.206 2.932  -1.075
O -2.764 6.581 3.648  -0.248
C -2.675 7.830 4.286  -0.830
H -3.482 -0.870 2.282  -0.096
H -3.143 -0.275 3.939  0.518
H -1.956 -1.161 3.056  -0.219
H -0.961 1.130 3.978  0.388
H -2.556 1.785 4.317  0.468
H -0.416 2.890 2.342  0.156
H -0.759 3.635 3.865  0.451
H -2.914 3.960 3.087  0.117
H -2.653 5.539 1.247  -0.325
H -1.031 5.041 1.219  -0.561
H -0.989 6.995 2.498  0.581
H -0.889 5.882 3.701  0.386
H -3.470 8.057 4.994  0.234
H -2.539 8.628 3.554  0.331
H -1.777 7.779 4.916  0.311
C 5.141 6.345 2.636  -0.667
C 5.265 4.986 2.840  -0.627
C 5.211 4.090 1.759  0.444
C 5.053 4.635 0.500  -0.126
C 4.794 6.005 0.288  -0.798
C 4.827 6.863 1.387  0.908
O 4.419 8.163 1.320  -0.528
O 5.241 2.749 1.954  -0.377
H 5.244 6.967 3.519  0.200
H 5.634 4.719 3.824  0.289
H 4.964 4.015 -0.383  0.481
H 4.387 6.602 -0.521  0.378
H 4.463 8.581 2.182  0.272
H 5.499 2.446 2.835  0.333
C 5.349 -0.688 5.310  -0.575
C 4.498 -1.766 5.495  -0.755
C 3.567 -2.082 4.513  0.215
C 3.322 -1.210 3.449  -0.164
C 4.098 -0.061 3.361  -0.826
C 5.093 0.214 4.293  0.696
O 5.694 1.436 4.301  -0.621
O 2.891 -3.278 4.696  -0.664
H 6.071 -0.435 6.079  0.298
H 4.872 -2.495 6.202  0.335
H 2.512 -1.350 2.751  0.636
H 3.868 0.699 2.623  0.551
H 6.037 1.526 5.196  0.259
H 1.975 -3.235 4.374  0.332
C 0.560 -6.111 2.464  -0.959
C 1.191 -7.264 1.956  -0.470
C 2.505 -7.212 1.547  0.499
C 3.193 -5.994 1.613  -0.684
C 2.624 -4.864 2.173  -0.092
C 1.290 -4.931 2.572  0.729
O 0.684 -3.806 3.055  -0.338
O 3.147 -8.324 1.093  -0.561
H -0.502 -6.174 2.660  0.353
H 0.697 -8.220 1.833  0.283
H 4.237 -5.966 1.332  0.444
H 3.267 -4.019 2.363  0.323
H -0.219 -3.857 3.377  0.167
H 2.626 -9.121 0.989  0.302
C -4.193 -4.578 -1.560  -0.251
C -3.219 -4.760 -0.387  0.297
O -3.572 -3.755 0.526  -0.230
C -4.632 -3.072 0.092  0.728
O -5.231 -2.282 0.779  -0.676
O -4.825 -3.354 -1.198  -0.378
H -5.023 -5.284 -1.595  0.254
H -3.702 -4.493 -2.527  0.281
H -2.157 -4.661 -0.605  -0.419
H -3.429 -5.708 0.113  0.327
C 3.996 -0.503 -3.366  0.453
C 4.163 0.378 -4.553  -0.424
O 4.803 1.527 -4.059  -0.358
C 5.110 1.344 -2.735  0.708
O 5.624 2.192 -2.051  -0.581
O 4.647 0.200 -2.318  -0.304
H 4.566 -1.432 -3.425  0.332
H 2.934 -0.682 -3.211  -0.317
H 3.184 0.613 -4.980  0.258
H 4.705 0.001 -5.425  0.261

Values from the calculation:
charge	-1


Molecular formula: C50H82B2F8N10O4
Method: DFT, ωB97M-V/def2-TZVPD

Each line ends with the Mulliken charge.
CARTESIAN COORDINATES (ANGSTROEM)
C 5.272 -2.067 -0.219  -0.648
C 6.310 -2.693 -1.121  0.247
O 7.383 -3.004 -0.750  -0.340
N 5.898 -3.053 -2.547  -0.092
H 5.490 -3.988 -2.492  0.361
H 5.202 -2.376 -2.847  0.347
C 7.086 -3.064 -3.559  -0.723
H 4.881 -2.946 0.301  0.165
H 4.449 -1.517 -0.678  0.212
H 5.701 -1.368 0.494  0.425
H 6.706 -2.429 -4.352  0.354
H 7.307 -4.104 -3.758  0.341
H 7.912 -2.527 -3.100  0.329
C -4.521 -3.165 4.469  -1.116
C -3.316 -2.334 4.628  0.573
O -3.129 -1.249 4.185  -0.416
N -2.117 -2.983 5.316  -0.023
H -1.536 -2.242 5.714  0.397
H -2.433 -3.469 6.165  0.429
C -1.332 -3.828 4.352  -0.818
H -5.250 -2.756 3.771  0.373
H -5.158 -3.201 5.368  0.379
H -4.356 -4.222 4.253  0.353
H -0.394 -4.065 4.850  0.176
H -1.067 -3.292 3.442  0.362
H -1.893 -4.729 4.124  0.370
C -1.826 6.540 -10.207  -0.858
N -1.504 5.413 -9.288  -0.008
C -0.766 4.402 -9.775  -0.435
C -0.375 3.348 -8.985  -0.647
C -0.810 3.318 -7.650  0.558
C -1.558 4.377 -7.171  -0.737
C -1.923 5.412 -8.018  -0.128
C -0.411 2.170 -6.777  0.662
C -0.599 0.878 -7.250  -0.822
C -0.203 -0.166 -6.465  -0.188
N 0.315 0.000 -5.233  0.300
C 0.584 1.236 -4.788  -0.201
C 0.204 2.352 -5.524  -0.855
C 0.693 -1.258 -4.523  -1.292
H -0.940 7.151 -10.352  0.357
H -2.642 7.121 -9.785  0.305
H -2.197 6.132 -11.145  0.401
H -0.489 4.417 -10.822  0.466
H 0.249 2.552 -9.365  0.605
H -1.854 4.443 -6.134  0.489
H -2.564 6.239 -7.748  0.415
H -0.953 0.744 -8.263  0.679
H -0.371 -1.207 -6.707  0.481
H 1.171 1.325 -3.885  0.619
H 0.356 3.348 -5.135  0.554
H -0.038 -1.979 -4.877  0.356
H 0.687 -1.241 -3.441  0.194
H 1.639 -1.531 -4.992  0.656
C 2.864 -0.442 4.585  -0.964
N 2.623 -1.896 4.544  0.256
C 2.814 -2.540 3.374  -0.930
C 2.663 -3.919 3.344  -0.229
C 2.380 -4.649 4.516  0.655
C 2.283 -3.930 5.708  -0.679
C 2.378 -2.558 5.691  -0.299
C 2.367 -6.147 4.576  0.286
C 3.181 -6.835 5.466  -0.513
C 3.071 -8.215 5.529  -0.423
N 2.268 -8.889 4.711  -0.003
C 1.500 -8.258 3.797  -0.381
C 1.559 -6.886 3.698  -0.725
C 2.170 -10.365 4.877  -0.889
H 2.062 0.045 4.032  0.360
H 3.819 -0.162 4.146  0.350
H 2.883 -0.087 5.612  0.379
H 3.159 -1.940 2.544  0.664
H 2.676 -4.500 2.431  0.681
H 2.103 -4.461 6.634  0.684
H 2.080 -1.993 6.564  0.436
H 3.783 -6.283 6.176  0.596
H 3.647 -8.758 6.269  0.500
H 0.909 -8.895 3.154  0.442
H 0.924 -6.328 3.023  0.525
H 1.566 -10.587 5.755  0.384
H 3.183 -10.755 4.923  0.376
H 1.661 -10.875 4.061  0.341
C -6.533 8.872 5.385  -0.871
N -5.941 7.943 4.377  -0.034
C -6.521 6.768 4.103  -0.237
C -5.915 5.875 3.237  -0.773
C -4.772 6.247 2.531  0.850
C -4.244 7.508 2.793  -0.645
C -4.801 8.319 3.762  -0.493
C -4.109 5.307 1.571  0.777
C -4.113 3.927 1.738  -0.950
C -3.403 3.108 0.882  -0.208
N -2.769 3.608 -0.199  0.469
C -2.821 4.947 -0.391  -0.085
C -3.501 5.827 0.417  -0.989
C -2.149 2.734 -1.233  -1.230
H -7.329 8.369 5.932  0.308
H -6.861 9.791 4.914  0.362
H -5.781 8.928 6.174  0.427
H -7.440 6.550 4.630  0.422
H -6.396 4.932 3.020  0.509
H -3.316 7.912 2.408  0.458
H -4.436 9.292 4.063  0.524
H -4.551 3.426 2.591  0.507
H -3.350 2.036 1.010  0.647
H -2.474 5.233 -1.377  0.427
H -3.597 6.880 0.195  0.661
H -1.116 2.461 -1.048  0.351
H -2.226 3.215 -2.209  0.339
H -2.826 1.899 -1.413  0.427
C -0.526 -4.862 0.234  -1.529
C -0.390 -4.019 -1.014  1.266
C -1.024 -4.630 -2.246  -0.861
O -0.467 -4.176 -3.453  -0.235
C 0.883 -4.542 -3.627  -0.642
N -1.081 -2.677 -0.693  0.827
H -0.544 -2.194 0.034  -0.192
H -1.076 -2.159 -1.585  -0.269
H -2.036 -2.760 -0.348  0.472
H -1.559 -5.178 0.395  0.408
H -0.248 -4.365 1.175  0.118
H 0.207 -5.669 0.190  0.450
H 0.633 -3.711 -1.199  -0.181
H -2.106 -4.458 -2.200  0.343
H -1.017 -5.728 -2.254  0.480
H 1.527 -3.851 -3.048  0.049
H 1.175 -4.317 -4.651  0.325
H 1.139 -5.561 -3.331  0.402
C 0.102 3.951 1.652  -1.347
C 1.613 4.184 1.792  0.001
C 2.401 3.770 0.581  -0.484
O 3.761 3.932 0.852  -0.411
C 4.585 3.130 0.018  -0.619
N 1.915 5.643 2.091  -0.156
H 1.282 6.211 1.519  0.386
H 1.884 5.927 3.069  0.350
H 2.809 5.894 1.646  0.365
H -0.230 4.516 0.776  0.283
H -0.438 4.395 2.493  0.491
H -0.162 2.898 1.618  0.403
H 2.004 3.634 2.648  0.302
H 2.104 4.397 -0.284  0.429
H 2.090 2.782 0.218  0.256
H 4.412 2.060 0.177  0.104
H 5.611 3.340 0.311  0.343
H 4.488 3.318 -1.054  0.334
B -2.513 -0.747 -2.957  0.238
F -3.592 -1.296 -2.250  -0.413
F -2.924 0.342 -3.731  -0.373
F -1.581 -0.277 -2.010  -0.198
F -1.935 -1.765 -3.724  -0.245
B 1.334 -0.998 0.572  -0.057
F 1.825 -2.176 -0.028  -0.355
F 0.395 -1.411 1.569  -0.311
F 2.386 -0.238 1.096  -0.298
F 0.635 -0.231 -0.346  -0.021

Values from the calculation:
charge	+8


| no. | E (eV) | gap between HOMO and LUMO (Ha) |
| --- | --- | --- |
| 1 | -272215.9689 | 0.2419 |
| 2 | -151036.4702 | 0.1519 |
| 3 | -99284.1962 | 0.2699 |